Entry 1:
111
Properties=species:S:1:pos:R:3:forces:R:3:lowdin_charge:R:1 method="wB97M-V/def2-TZVPD" homo_lumo_gap_ev=6.845
Sr 0.84911 1.74710 -0.91465 -0.099 0.113 -0.126 1.263
C -1.12494 3.39877 1.49824 -0.045 -0.038 0.073 -0.117
N 0.17962 3.75644 0.94625 0.080 -0.097 -0.081 -0.334
C 0.10378 5.07760 0.32680 -0.043 0.044 -0.005 -0.091
C 1.20742 3.73359 2.00518 -0.047 0.065 0.007 -0.197
C 1.74813 2.32923 2.24303 -0.126 -0.136 0.159 -0.240
N 2.38939 1.87525 1.02966 -0.094 0.139 -0.384 -0.132
C 3.67347 1.57182 0.94161 0.203 -0.152 0.291 -0.239
C 4.23206 1.38935 -0.35456 0.097 -0.050 -0.058 -0.158
F 3.41330 1.63860 -1.43016 -0.041 -0.058 0.097 -0.028
C 5.52857 1.02377 -0.61112 0.031 -0.020 0.002 -0.241
F 5.92148 0.89524 -1.89159 -0.011 0.005 0.032 0.084
C 6.43399 0.79741 0.41252 -0.001 0.028 -0.077 0.021
C 5.93985 0.97768 1.69275 -0.004 -0.007 0.048 -0.252
F 6.76059 0.75094 2.73866 -0.027 0.002 -0.030 0.076
C 4.63809 1.33490 1.96740 0.033 -0.024 -0.038 -0.152
F 4.28879 1.40533 3.27304 -0.021 0.008 -0.039 0.064
H -1.07760 2.41113 1.95868 -0.001 0.015 0.005 0.049
H -1.86967 3.36744 0.70372 0.004 0.009 -0.012 0.065
H -1.44887 4.11873 2.26478 0.007 0.011 -0.022 0.098
H -0.12899 5.86188 1.06166 0.004 -0.012 -0.001 0.096
H -0.67541 5.08890 -0.43610 0.003 -0.014 0.002 0.072
H 1.05601 5.32603 -0.14404 0.007 0.001 0.007 0.090
H 0.79610 4.17034 2.92828 0.024 -0.024 0.011 0.125
H 2.03550 4.36627 1.68003 0.016 -0.014 0.010 0.122
H 0.91153 1.65787 2.48666 0.012 -0.008 -0.018 0.093
H 2.38142 2.31595 3.12749 0.039 0.160 -0.021 0.110
H 7.46137 0.52912 0.22272 -0.006 -0.001 0.010 0.128
C 2.42661 -2.56980 -2.44372 -0.066 0.050 0.081 -0.039
C 2.60638 -2.45216 -3.81064 0.002 -0.001 0.021 -0.044
C 2.13349 -1.31904 -4.45286 -0.061 0.030 0.045 -0.004
C 1.49508 -0.33594 -3.70458 0.106 -0.047 -0.088 -0.220
N 1.31941 -0.45535 -2.38513 0.007 0.201 0.092 0.027
C 1.77369 -1.54639 -1.77182 0.056 -0.206 -0.010 -0.140
C 1.02191 0.91971 -4.35280 -0.025 -0.002 -0.108 -0.225
C 0.48399 0.89639 -5.63315 0.011 0.051 0.037 -0.007
C 0.07682 2.08834 -6.21584 0.025 -0.070 0.032 -0.035
C 0.23738 3.26505 -5.50818 0.021 0.027 0.040 -0.039
C 0.77721 3.19320 -4.23295 -0.036 0.102 -0.056 -0.137
N 1.15061 2.05481 -3.65509 -0.019 -0.128 0.211 0.043
H 2.78026 -3.42364 -1.88256 0.016 -0.029 -0.060 0.109
H 3.11991 -3.22266 -4.37083 -0.001 0.001 -0.003 0.112
H 2.28396 -1.17843 -5.51378 0.007 -0.005 -0.003 0.115
H 1.62119 -1.61396 -0.69676 -0.016 0.058 -0.008 0.032
H 0.35976 -0.04564 -6.14873 -0.005 0.007 -0.020 0.114
H -0.36461 2.08783 -7.20356 -0.004 0.022 0.002 0.114
H -0.06253 4.22695 -5.89967 -0.009 -0.015 -0.021 0.110
H 0.89408 4.10415 -3.65582 0.004 -0.031 0.017 0.105
N -1.41147 2.60525 -1.79347 -0.072 0.072 0.089 0.052
C -1.93822 3.40528 -2.45111 0.076 -0.232 -0.020 -0.222
C -2.47017 4.39002 -3.26857 0.135 -0.009 0.061 -0.287
C -1.59320 5.44786 -3.58248 0.038 0.200 -0.091 -0.274
N -0.81112 6.26782 -3.81339 -0.026 -0.024 -0.003 0.132
C -3.73816 4.23340 -3.86164 -0.241 0.025 -0.063 -0.251
N -4.78007 4.09238 -4.33751 0.040 -0.009 0.002 0.119
S 1.81714 -1.67768 1.98757 0.024 0.029 -0.049 0.604
C 3.35220 -2.36673 2.10350 -0.097 0.028 -0.041 -0.842
N 4.37083 -1.96913 1.32111 0.034 -0.071 0.080 0.032
C 5.73865 -2.44490 1.48380 -0.020 0.083 -0.006 -0.172
C 5.71221 -3.89125 1.94017 0.022 -0.033 0.019 -0.164
C 4.87431 -3.99780 3.20200 -0.029 -0.008 0.031 -0.174
N 3.58356 -3.36647 2.97302 0.048 -0.020 -0.031 0.003
H 4.20519 -1.12185 0.79757 0.009 -0.002 -0.003 0.095
H 6.27235 -1.82904 2.21514 0.006 0.000 -0.005 0.118
H 6.25057 -2.33510 0.52893 -0.005 -0.021 -0.006 0.122
H 6.72636 -4.24011 2.13251 -0.003 -0.001 0.012 0.118
H 5.27909 -4.52216 1.16105 0.000 0.022 -0.021 0.120
H 5.38679 -3.52074 4.04342 0.025 0.008 -0.022 0.122
H 4.70196 -5.04080 3.46777 0.009 0.001 0.000 0.120
H 2.78889 -3.61555 3.53672 0.018 -0.008 0.008 0.115
C -4.14275 0.96073 2.36490 0.009 0.077 0.034 -0.099
C -4.34323 0.17717 1.05949 0.077 -0.014 0.023 -0.614
C -5.79631 -0.32440 1.03097 -0.030 -0.005 0.015 -0.082
C -4.15871 1.18014 -0.08992 -0.012 0.034 -0.047 -0.111
Si -3.09901 -1.28204 0.96819 -0.319 -0.234 -0.033 0.508
Br -1.06900 -0.36251 0.52769 0.208 0.175 0.055 0.530
C -3.36810 -2.46602 -0.52385 -0.052 0.051 0.027 -0.626
C -2.09087 -3.21555 -0.93041 0.070 -0.010 -0.025 -0.117
C -4.45591 -3.50582 -0.20799 -0.023 -0.031 0.002 -0.088
C -3.81025 -1.67488 -1.76331 0.036 0.049 -0.040 -0.098
C -2.81026 -2.17130 2.64281 -0.027 0.000 -0.038 -0.627
C -1.91668 -3.40826 2.47047 0.066 -0.008 -0.016 -0.105
C -4.15021 -2.63031 3.24264 -0.043 -0.007 0.023 -0.087
C -2.09861 -1.27309 3.66682 0.044 0.042 0.056 -0.110
H -4.81255 1.82627 2.35956 -0.008 -0.001 -0.010 0.092
H -3.12277 1.33865 2.46770 -0.013 -0.012 -0.027 0.063
H -4.37761 0.37397 3.25202 -0.052 -0.007 -0.028 0.064
H -6.46356 0.53832 1.12740 -0.001 -0.009 0.000 0.092
H -6.02915 -1.00674 1.85066 0.030 -0.010 -0.018 0.070
H -6.04833 -0.81793 0.09250 0.014 -0.025 -0.021 0.066
H -4.76163 2.06875 0.12456 -0.011 -0.009 -0.010 0.093
H -4.49652 0.79297 -1.04794 0.010 -0.037 -0.031 0.068
H -3.12632 1.50628 -0.21128 0.003 -0.009 0.047 0.011
H -1.67033 -3.82758 -0.13679 0.007 -0.010 0.073 0.063
H -1.31263 -2.53131 -1.27201 -0.021 -0.003 -0.008 0.041
H -2.33625 -3.88046 -1.76549 0.002 -0.002 0.006 0.088
H -4.15467 -4.19664 0.57975 0.022 0.001 0.014 0.065
H -4.64682 -4.10341 -1.10563 0.005 0.010 0.002 0.089
H -5.40512 -3.05401 0.08481 -0.002 0.042 0.016 0.072
H -3.11335 -0.86942 -2.00808 0.008 -0.016 0.002 0.078
H -4.80348 -1.24311 -1.65768 -0.046 0.018 0.032 0.066
H -3.84394 -2.35582 -2.62014 0.002 0.007 0.004 0.089
H -2.38041 -4.18824 1.86824 -0.046 -0.009 -0.037 0.064
H -1.72739 -3.83528 3.46117 0.001 -0.001 -0.006 0.089
H -0.94542 -3.15656 2.03815 -0.008 0.009 -0.008 0.045
H -4.72885 -3.26052 2.56429 0.018 0.021 -0.006 0.068
H -4.78118 -1.79427 3.54551 0.005 0.035 -0.008 0.066
H -3.94774 -3.22241 4.14110 -0.001 0.008 0.001 0.089
H -1.08452 -1.02809 3.34851 0.008 -0.006 -0.001 0.040
H -2.01936 -1.82519 4.60928 0.012 -0.005 -0.003 0.090
H -2.62660 -0.34486 3.87680 0.066 -0.090 0.008 0.055

---

Entry 2:
70
Properties=species:S:1:pos:R:3:forces:R:3:mulliken_spin:R:1 method="wB97M-V/def2-TZVPD" spin_multiplicity=7 charge=+1 homo_lumo_gap_ev="5.414 / 6.955" s_squared=12.10
Eu -0.00657 0.23119 -0.15280 0.132 -0.162 0.251 6.228
C -2.21585 -1.41102 2.16170 -0.382 0.054 0.012 0.000
O -0.85054 -1.00756 2.01611 0.210 0.078 -0.137 -0.001
C 0.01866 -1.88457 2.71799 0.398 0.029 -0.060 0.000
C 1.40992 -1.26262 2.75937 -0.421 0.072 0.268 0.001
O 1.82822 -0.76492 1.48713 -0.272 0.032 -0.193 -0.007
C 2.70355 -1.61612 0.74992 0.133 -0.194 -0.444 0.004
C 1.98162 -2.75026 0.03384 0.190 0.204 0.313 -0.002
O 0.91033 -2.20845 -0.72367 0.018 0.267 0.183 -0.003
C 0.20316 -3.23709 -1.42148 -0.240 -0.100 -0.232 0.000
H -2.52462 -1.33337 3.20794 0.097 0.013 -0.032 0.000
H -2.34936 -2.44009 1.81800 0.029 0.038 -0.015 0.000
H -2.81844 -0.75602 1.53633 0.018 -0.066 0.081 -0.001
H 0.02314 -2.86730 2.23196 -0.048 0.052 -0.004 -0.001
H -0.33200 -2.01439 3.74764 0.016 -0.021 -0.036 0.000
H 2.13115 -1.98763 3.14348 0.002 0.037 -0.017 0.000
H 1.39258 -0.40100 3.43029 0.048 -0.084 -0.044 -0.001
H 3.47433 -2.02899 1.40682 -0.021 0.062 -0.030 0.000
H 3.17472 -0.96539 0.01105 0.034 -0.062 0.068 -0.001
H 1.59817 -3.49024 0.74838 -0.005 0.022 -0.097 0.000
H 2.69450 -3.25462 -0.63028 -0.036 0.004 0.075 0.000
H 0.88612 -3.78745 -2.07358 0.018 0.035 0.035 0.000
H -0.57571 -2.75447 -2.00771 0.076 -0.057 0.028 0.000
H -0.25944 -3.93275 -0.71555 0.051 0.036 0.020 0.000
S -3.97480 1.15739 -2.45217 0.294 -0.119 0.026 -0.017
C -2.48820 0.73548 -1.91346 -0.978 0.460 -0.112 0.016
S -2.19846 -0.81523 -1.16877 0.141 -0.371 0.113 -0.086
S -1.14013 1.83058 -1.96795 0.519 -0.025 -0.135 -0.096
N 6.15291 -1.08880 -9.25722 0.084 -0.049 -0.162 0.000
C 5.63895 -0.72861 -8.29749 0.106 -0.061 -0.221 0.000
C 5.00440 -0.29782 -7.09617 -0.247 0.151 0.455 0.000
C 4.02265 -1.09097 -6.50512 0.101 0.096 -0.064 0.000
C 3.43107 -0.69625 -5.32171 -0.052 0.085 0.140 0.000
C 3.80472 0.49840 -4.71173 0.262 -0.235 -0.603 0.000
C 4.76579 1.30248 -5.31738 -0.132 0.041 0.174 0.000
C 5.36426 0.90739 -6.49794 -0.042 -0.167 -0.094 0.000
N 3.23347 0.87632 -3.46879 -0.195 -0.076 0.322 0.001
C 3.62596 1.92694 -2.67660 -0.037 0.284 0.373 -0.003
C 2.87325 1.86474 -1.54792 0.122 0.071 -0.077 0.001
N 2.01798 0.78891 -1.61942 0.109 -0.102 -0.069 -0.017
C 2.26456 0.22505 -2.78626 -0.276 -0.086 0.111 0.000
H 3.73336 -2.01884 -6.97609 -0.023 -0.034 0.010 0.000
H 2.67931 -1.33331 -4.88252 -0.022 -0.045 0.021 0.000
H 5.05811 2.24524 -4.88270 0.010 0.036 0.033 0.000
H 6.11571 1.52955 -6.96081 0.021 0.041 0.002 0.000
H 4.38412 2.63374 -2.94834 0.072 -0.022 -0.082 0.000
H 2.89340 2.52933 -0.70316 0.032 0.041 0.025 0.000
H 1.72084 -0.62351 -3.16227 0.070 -0.025 -0.080 0.001
C -1.76638 2.98401 1.23570 -0.240 0.002 -0.194 0.002
N -1.82852 4.24736 1.93205 -0.192 0.078 0.079 0.000
C -1.67541 4.02048 3.36382 -0.033 0.044 0.013 0.000
N -0.39223 3.37744 3.65408 0.046 -0.050 0.175 -0.001
C -0.32566 2.11860 2.94499 0.067 -0.202 0.094 0.002
N -0.46234 2.27198 1.46868 0.073 0.078 -0.101 -0.024
C 0.61593 3.21466 1.03561 -0.056 0.034 -0.028 0.006
N 0.56069 4.48048 1.73047 0.259 0.122 -0.081 0.000
C -0.74102 5.10426 1.47378 -0.020 0.024 -0.047 0.000
C 0.67956 4.24394 3.16809 0.065 -0.027 0.025 0.000
H -1.88164 3.15814 0.16387 0.012 -0.125 0.105 0.001
H -2.57712 2.33774 1.58597 0.073 -0.005 -0.068 -0.001
H -2.48842 3.38569 3.72144 0.010 0.006 -0.005 0.000
H -1.72039 4.97788 3.88529 -0.004 -0.049 0.018 0.000
H -1.12320 1.46150 3.30125 0.065 -0.014 -0.065 0.000
H 0.64657 1.65766 3.15256 -0.080 -0.026 -0.015 -0.001
H 0.50318 3.39652 -0.04096 0.028 -0.094 0.095 -0.001
H 1.58499 2.73988 1.24424 -0.043 0.018 -0.047 -0.003
H -0.84901 5.29018 0.40399 -0.007 0.001 0.010 0.000
H -0.78180 6.05372 2.00884 -0.017 0.003 -0.056 0.000
H 0.63542 5.20155 3.68819 0.007 -0.040 0.009 0.000
H 1.64170 3.77068 3.38106 0.003 0.044 -0.013 0.000

---

Entry 3:
90
Properties=species:S:1:pos:R:3:forces:R:3:lowdin_charge:R:1 method="wB97M-V/def2-TZVPD" charge=+1 homo_lumo_gap_ev="6.924 / 6.925"
Pt -0.30229 -0.02389 0.03136 0.870 -0.203 -0.840 0.526
C -3.45768 0.90965 -1.62810 -0.180 0.052 0.119 -0.168
Si -1.83970 1.39422 -2.39954 0.176 0.174 0.101 0.426
C -1.11675 0.07989 -3.49311 0.048 -0.202 -0.140 -0.178
C -2.10711 2.89040 -3.47638 0.057 0.162 -0.127 -0.157
C -0.59393 1.74331 -1.00632 -0.030 -0.189 -0.135 -0.431
C 0.82073 1.80525 -1.46273 -0.365 0.580 -0.145 -0.408
C 1.47958 2.73468 -2.25785 0.062 -0.084 -0.059 -0.005
C 2.83883 2.56392 -2.45004 0.006 -0.015 -0.002 -0.025
C 3.49841 1.48943 -1.85253 -0.034 0.016 -0.047 -0.035
C 2.77136 0.60464 -1.08500 -0.093 -0.203 0.004 -0.106
N 1.45440 0.77114 -0.91525 -0.105 0.202 0.577 -0.038
Si -1.03211 3.05344 0.32030 -0.027 -0.137 -0.134 0.436
C -2.04084 2.20899 1.64612 -0.127 -0.139 0.113 -0.176
C -2.05721 4.42782 -0.40080 -0.121 0.144 -0.105 -0.172
C 0.52950 3.85594 0.92726 0.203 0.101 0.083 -0.179
H -4.21645 0.77259 -2.40406 0.013 -0.004 0.068 0.046
H -3.82242 1.69179 -0.95470 0.024 -0.033 -0.053 0.033
H -3.37258 -0.01415 -1.05568 -0.051 0.010 0.022 -0.012
H -1.85239 -0.22859 -4.24313 0.071 -0.010 0.016 0.048
H -0.81413 -0.79437 -2.91508 0.005 0.040 -0.061 -0.030
H -0.23792 0.45411 -4.02805 -0.052 0.000 0.027 0.050
H -2.76239 2.59451 -4.30213 0.046 0.038 0.009 0.047
H -1.17497 3.25685 -3.91728 -0.070 -0.033 -0.001 0.035
H -2.58418 3.71725 -2.95560 -0.033 0.026 -0.022 0.016
H 0.93623 3.56422 -2.69388 0.042 -0.039 0.026 0.123
H 3.39345 3.26624 -3.05936 -0.001 -0.010 0.024 0.120
H 4.56183 1.34308 -1.97900 -0.028 0.005 -0.001 0.114
H 3.22858 -0.25294 -0.60657 -0.015 0.027 0.028 0.116
H -3.08138 2.11683 1.32033 0.051 -0.005 0.033 0.034
H -2.03455 2.78446 2.57608 -0.010 -0.003 -0.044 0.039
H -1.68073 1.20152 1.88538 -0.020 0.048 0.059 -0.024
H -3.02674 4.08804 -0.76920 0.009 0.029 0.011 0.029
H -1.53807 4.94085 -1.21547 -0.056 -0.005 0.062 0.042
H -2.24428 5.16317 0.38892 0.009 -0.020 -0.051 0.048
H 1.27899 3.15805 1.29945 0.010 -0.003 0.026 -0.013
H 0.29270 4.56973 1.72314 0.032 -0.047 -0.024 0.044
H 0.98259 4.42867 0.11189 -0.016 -0.011 0.057 0.040
C -2.91477 -5.05985 -1.54067 -0.051 -0.209 0.090 -0.194
Si -2.55436 -3.32942 -2.09390 0.109 0.045 0.087 0.291
C -1.64082 -3.47528 -3.70060 0.193 0.044 -0.180 -0.200
C -4.14191 -2.41667 -2.34264 -0.189 0.163 -0.027 -0.197
As -1.24023 -2.30118 -0.36233 -0.579 -0.211 0.302 0.762
Si -2.44947 -2.70126 1.65635 0.104 -0.127 -0.135 0.264
C -1.33764 -2.25751 3.07152 0.166 0.051 0.143 -0.253
C -3.06615 -4.44024 1.90433 -0.035 -0.180 0.011 -0.208
C -3.87613 -1.51748 1.57884 -0.205 0.141 -0.037 -0.211
Si 0.80476 -3.51800 -0.49339 -0.033 0.216 0.120 0.267
C 1.89402 -2.97151 0.90788 0.072 0.029 0.168 -0.232
C 0.57050 -5.35429 -0.42822 -0.081 -0.248 -0.016 -0.203
C 1.57936 -2.97570 -2.09003 0.094 0.113 -0.205 -0.203
H -3.49857 -5.54289 -2.33207 0.038 0.009 0.038 0.053
H -3.49485 -5.10568 -0.62292 -0.036 -0.024 -0.012 0.008
H -2.00425 -5.64078 -1.39664 -0.030 -0.029 0.006 0.017
H -2.36089 -3.86692 -4.42766 0.054 0.016 0.005 0.051
H -0.82645 -4.19811 -3.62790 -0.034 -0.012 -0.030 0.025
H -1.24235 -2.53873 -4.08810 -0.025 -0.084 -0.016 0.012
H -4.74488 -2.99954 -3.04660 -0.001 0.035 0.036 0.051
H -3.98606 -1.42669 -2.76920 -0.033 -0.056 -0.020 0.008
H -4.71379 -2.30749 -1.41967 -0.009 0.014 -0.040 0.027
H -0.34103 -2.69567 2.98337 -0.061 0.026 0.055 -0.001
H -1.78521 -2.62771 3.99960 0.037 0.041 -0.030 0.046
H -1.21755 -1.17586 3.16042 -0.004 -0.046 0.020 -0.016
H -2.33070 -5.19721 1.62307 -0.046 0.011 0.028 0.026
H -3.98850 -4.63260 1.35434 0.030 -0.019 0.029 0.026
H -3.28595 -4.56875 2.96911 -0.002 -0.013 -0.059 0.041
H -3.53790 -0.49853 1.37323 -0.022 -0.032 0.040 0.004
H -4.39842 -1.51547 2.54104 0.004 0.015 -0.050 0.049
H -4.59794 -1.79855 0.80870 -0.005 0.030 0.038 0.022
H 1.53909 -3.32171 1.87995 0.047 0.048 -0.029 0.028
H 1.95194 -1.88210 0.94578 0.063 -0.042 0.014 -0.067
H 2.90682 -3.35968 0.75776 -0.056 -0.005 0.015 0.049
H -0.13496 -5.65939 0.34806 0.054 -0.005 -0.025 0.028
H 1.53890 -5.81220 -0.20115 -0.061 -0.008 -0.026 0.046
H 0.22842 -5.75557 -1.38409 0.008 -0.022 0.042 0.028
H 1.57520 -1.88438 -2.16983 0.028 -0.051 -0.006 0.011
H 1.06039 -3.37473 -2.96095 0.035 0.020 -0.010 0.015
H 2.61800 -3.31975 -2.13052 -0.046 0.020 -0.012 0.048
Br 1.31600 -1.56773 5.58031 0.052 -0.033 -0.038 0.757
C 0.69006 0.20994 5.63176 -0.056 0.051 0.043 -0.731
C 0.23761 0.69490 6.85266 -0.023 0.049 0.004 -0.123
C -0.22959 1.99531 6.95600 0.008 -0.025 0.018 -0.065
C -0.24179 2.82074 5.84149 -0.005 -0.015 -0.031 -0.068
C 0.21302 2.34226 4.62279 -0.009 0.031 0.064 -0.152
C 0.67562 1.03746 4.51488 0.008 -0.114 0.012 -0.688
I 1.34361 0.39339 2.64239 0.221 0.133 0.221 1.090
H 0.25816 0.04723 7.71827 -0.004 0.007 -0.011 0.104
H -0.57765 2.36232 7.91329 0.009 -0.016 -0.042 0.114
H -0.60252 3.83793 5.91636 0.018 -0.003 0.004 0.112
H 0.22122 2.98492 3.75418 -0.006 0.016 -0.038 0.076